# 1
Here is a structure of composition C26H47Cl3N3NdO4Si at a distorted geometry from OMol25. Energies are from ωB97M-V/def2-TZVPD.

The HOMO energy (alpha / beta) comes out at -0.29343 / -0.29404 hartree. The calculation puts the gap between HOMO and LUMO (alpha / beta) at 0.29811 / 0.29871 Eh. The total energy comes out at -101115.82808 eV. The expectation value of S² is 3.7528.

The geometry in ORCA input format:
```
! wB97M-V def2-TZVPD RIJCOSX def2/J DEFGRID3
* xyz 0 4
C 0.124 0.425 -4.433
C 1.188 -0.505 -3.914
H 0.478 0.924 -5.342
H -0.135 1.186 -3.675
H -0.804 -0.121 -4.679
C 2.404 -0.686 -4.448
C 2.935 0.013 -5.647
H 3.095 -1.388 -3.973
H 2.315 0.869 -5.942
H 3.023 -0.669 -6.507
H 3.949 0.372 -5.424
Nd -0.747 0.324 -0.074
Cl -2.356 -1.553 -1.036
Cl -1.198 2.678 -1.076
C 0.323 -2.711 0.960
O 0.410 -1.491 1.259
N 1.177 -3.626 1.418
C 2.165 -3.278 2.432
C 1.173 -5.013 0.988
H -0.485 -3.064 0.304
H 2.068 -2.220 2.684
H 3.176 -3.496 2.062
H 2.014 -3.906 3.322
H 0.473 -5.144 0.149
H 0.885 -5.675 1.823
H 2.180 -5.316 0.673
H 1.779 1.926 -2.283
H 4.002 0.414 -1.976
C 2.150 2.474 -1.402
C 4.172 1.098 -1.126
N 2.907 1.554 -0.562
H 1.299 2.897 -0.862
C 2.433 1.016 0.562
O 1.293 1.243 1.034
H 4.751 0.580 -0.347
H 3.137 0.317 1.057
H 2.835 3.265 -1.743
H 4.736 1.972 -1.492
O 0.852 -0.355 -1.579
C 0.848 -1.231 -2.623
C 2.852 -2.421 -1.608
C 1.676 -2.482 -2.347
H 3.130 -1.471 -1.139
C 3.620 -3.579 -1.461
H -0.186 -1.604 -2.757
C 1.193 -3.698 -2.830
H 4.563 -3.513 -0.917
C 3.165 -4.799 -1.972
C 1.950 -4.855 -2.663
H 0.213 -3.686 -3.321
H 3.754 -5.705 -1.814
H 1.573 -5.803 -3.053
Si -3.747 5.281 -1.399
Cl -2.602 4.767 -3.094
C -2.536 6.152 -0.251
C -4.638 3.685 -0.936
C -5.043 6.610 -1.765
H -1.589 5.601 -0.159
H -2.977 6.292 0.748
H -2.322 7.155 -0.659
H -4.582 7.571 -2.036
H -5.630 6.758 -0.843
H -5.730 6.318 -2.569
H -3.957 2.823 -0.857
H -5.377 3.466 -1.724
H -5.201 3.794 0.003
O -1.845 0.471 1.988
C -1.851 0.323 3.235
C -3.151 0.345 3.999
C -3.466 -0.948 4.754
C -2.729 -1.083 6.085
C -1.207 -1.110 5.989
C -0.585 0.142 5.368
N -0.705 0.169 3.909
H -3.108 1.195 4.697
H -3.940 0.535 3.262
H -4.545 -0.945 4.956
H -3.269 -1.823 4.119
H -3.040 -0.268 6.755
H -3.057 -2.014 6.563
H -0.798 -1.205 7.003
H -0.878 -1.992 5.433
H -1.060 1.039 5.796
H 0.489 0.176 5.601
H 0.144 0.239 3.352
*
```

# 2
Here is an isolated molecule of C5H8O from OMol25. Energies are from ωB97M-V/def2-TZVPD.

The HOMO energy comes out at -0.35493 hartree. The calculation puts the gap between HOMO and LUMO at 0.39529 Eh. The total energy comes out at -7361.38053 eV. Its SMILES is CC(=O)C1CC1.

The geometry in ORCA input format:
```
! wB97M-V def2-TZVPD RIJCOSX def2/J DEFGRID3
* xyz 0 1
C -2.149 0.149 0.370
C -0.678 0.510 0.342
O -0.266 1.424 1.031
C 0.279 -0.366 -0.402
C 1.543 0.326 -0.856
C 1.609 -0.623 0.283
H -2.491 -0.521 -0.422
H -2.242 -0.377 1.319
H -2.772 1.048 0.413
H -0.128 -1.164 -1.017
H 1.578 1.384 -0.615
H 1.953 0.035 -1.818
H 2.075 -1.591 0.123
H 1.721 -0.210 1.283
*
```

# 3
Here is a cluster of 2 separate species, C6H9N2O2 in total from OMol25. Energies are from ωB97M-V/def2-TZVPD.

The HOMO energy comes out at -0.17842 hartree. The calculation puts the gap between HOMO and LUMO at 0.30974 Eh. The total energy comes out at -13445.60668 eV.

The geometry in ORCA input format:
```
! wB97M-V def2-TZVPD RIJCOSX def2/J DEFGRID3
* xyz -1 1
C 3.658 0.771 -0.288
C 0.499 1.535 1.224
C 1.143 0.259 -0.416
C 2.224 0.892 0.132
N 0.047 0.696 0.290
N 1.814 1.685 1.167
H -0.939 0.343 0.153
H -0.116 2.041 1.954
H 0.970 -0.385 -1.269
H 4.299 1.448 0.280
H 3.754 1.011 -1.346
H 4.036 -0.238 -0.117
C -2.845 -1.941 -0.605
C -3.385 -0.745 0.192
O -2.488 0.064 0.599
O -4.600 -0.673 0.389
H -2.195 -1.643 -1.429
H -3.648 -2.582 -0.986
H -2.228 -2.540 0.076
*
```